# C5H12N2

The molecule C5H12N2 (wB97M-V/def2-TZVPD, OMol25).

Its SMILES is C/C(=C\N)CCN. The value obtained for the energy above the lowest of the compared OMol25 structures with the same formula, charge and spin is 93.2 kJ/mol. Its multiplicity is 1. The lowest unoccupied orbital energy is 1.05 eV.

Each line ends with the natural charge from an NBO analysis.
Atoms and positions in Å:
C1 0.407 0.203 -1.778  -0.2142
C2 -0.147 -0.727 -0.718  -0.4170
C3 -0.196 -0.165 0.681  -0.0727
C4 0.075 1.104 0.971  -0.0268
N1 0.176 1.614 2.266  -0.8355
C5 -0.666 -1.080 1.783  -0.6552
N2 0.772 -0.518 -2.985  -0.8379
H1 1.314 0.673 -1.382  0.1828
H2 -0.283 1.046 -1.905  0.1620
H3 0.378 -1.679 -0.709  0.2136
H4 -1.206 -0.921 -0.921  0.1978
H5 0.572 1.723 0.236  0.1861
H6 0.112 2.605 2.427  0.3829
H7 -0.169 1.017 2.997  0.3766
H8 0.176 -1.376 2.412  0.2159
H9 -1.502 -0.647 2.330  0.2112
H10 -1.077 -2.010 1.373  0.2164
H11 1.273 0.085 -3.621  0.3591
H12 -0.011 -0.949 -3.459  0.3551



# C5H12N2

A structure of composition C5H12N2 (wB97M-V/def2-TZVPD, OMol25).

The value obtained for the energy above the lowest of the compared OMol25 structures with the same formula, charge and spin is 204.7 kJ/mol. Its multiplicity is 1. The lowest unoccupied orbital energy is 1.10 eV.

Each line ends with the natural charge from an NBO analysis.
Atoms and positions in Å:
C1 -1.429 0.082 -0.665  -0.0656
C2 0.991 0.612 0.382  0.0133
C3 0.208 -0.198 -1.679  -0.2417
C4 -0.930 0.761 0.509  -0.4802
C5 1.679 0.292 1.683  -0.6360
N1 1.143 -0.324 -0.640  -0.6112
N2 -2.086 -1.169 -0.432  -0.8318
H1 1.198 -1.274 -0.285  0.3589
H2 -1.989 0.683 -1.376  0.1886
H3 1.207 1.613 0.013  0.1794
H4 -1.586 -1.742 0.239  0.3489
H5 -2.206 -1.704 -1.282  0.3584
H6 0.332 0.731 -2.229  0.1748
H7 0.148 -1.071 -2.322  0.1892
H8 -1.110 0.251 1.451  0.2010
H9 -1.125 1.826 0.564  0.2140
H10 2.766 0.358 1.595  0.2179
H11 1.425 -0.716 2.018  0.2001
H12 1.363 0.990 2.457  0.2221



# C5H12N2

The molecule C5H12N2 (wB97M-V/def2-TZVPD, OMol25).

Its SMILES is [H]/N=C\N(C)CCC. The value obtained for the energy above the lowest of the compared OMol25 structures with the same formula, charge and spin is 107.0 kJ/mol. Its multiplicity is 1. The lowest unoccupied orbital energy is 1.02 eV.

Each line ends with the natural charge from an NBO analysis.
Atoms and positions in Å:
C1 0.024 0.486 -0.226  -0.2075
C2 1.351 0.180 0.472  -0.4014
C3 -0.831 -1.786 -0.540  -0.4132
C4 2.411 1.217 0.113  -0.6033
N1 -1.037 -0.476 0.049  -0.4823
C5 -2.373 -0.049 -0.027  0.2723
N2 -2.900 0.671 0.860  -0.6192
H1 -2.106 0.974 1.496  0.3230
H2 0.200 0.532 -1.313  0.1658
H3 -0.334 1.467 0.097  0.2035
H4 -3.014 -0.592 -0.714  0.1565
H5 1.195 0.161 1.552  0.2042
H6 1.712 -0.806 0.174  0.1943
H7 -1.614 -2.457 -0.195  0.2087
H8 -0.850 -1.759 -1.638  0.1715
H9 0.130 -2.188 -0.225  0.2072
H10 3.351 0.986 0.609  0.2139
H11 2.590 1.227 -0.961  0.2028
H12 2.095 2.213 0.417  0.2031



# C5H12N2

The molecule C5H12N2 (wB97M-V/def2-TZVPD, OMol25).

Its SMILES is C[C@H](N)C/C=C\N. The value obtained for the energy above the lowest of the compared OMol25 structures with the same formula, charge and spin is 128.5 kJ/mol. Its multiplicity is 1. The lowest unoccupied orbital energy is 0.95 eV.

Each line ends with the natural charge from an NBO analysis.
Atoms and positions in Å:
C1 -1.415 1.509 -0.171  -0.6354
C2 -0.077 0.898 -0.566  -0.0232
C3 -0.250 -0.671 -0.714  -0.4470
C4 -0.649 -1.291 0.572  -0.3208
C5 0.257 -1.565 1.530  0.0113
N1 1.622 -1.407 1.429  -0.8345
N2 0.421 1.451 -1.844  -0.8396
H1 -1.101 2.517 0.171  0.2046
H2 -1.742 1.169 0.809  0.2193
H3 -2.131 1.559 -0.980  0.2238
H4 0.710 1.062 0.194  0.1585
H5 -0.967 -0.872 -1.525  0.2169
H6 0.729 -1.021 -1.041  0.1857
H7 -1.698 -1.282 0.848  0.2103
H8 0.002 -2.242 2.335  0.1910
H9 2.072 -0.823 0.763  0.3914
H10 2.119 -1.886 2.162  0.3899
H11 0.974 0.732 -2.303  0.3470
H12 1.124 2.164 -1.669  0.3510



# C5H12N2

A cluster of 2 separate species, C5H12N2 in total (wB97M-V/def2-TZVPD, OMol25).

The value obtained for the energy above the lowest of the compared OMol25 structures with the same formula, charge and spin is 464.2 kJ/mol. Its multiplicity is 1. The lowest unoccupied orbital energy (alpha / beta) is 0.94 / 0.96 eV.

Each line ends with the natural charge from an NBO analysis.
Atoms and positions in Å:
C1 0.295 2.020 -0.324  -0.6355
C2 -0.555 -0.906 -1.165  -0.6892
C3 1.540 -0.857 0.560  -0.6829
C4 -0.443 0.893 0.523  -0.4998
C5 0.143 -0.396 0.103  0.3168
N1 -1.928 -2.305 1.336  -0.3916
N2 -1.191 -1.371 1.531  -0.1707
H1 -0.160 2.086 -1.355  0.2205
H2 1.363 2.042 -0.158  0.2153
H3 0.026 3.097 -0.009  0.2178
H4 -1.616 -0.862 -0.861  0.2255
H5 -0.259 -1.929 -1.466  0.2255
H6 -0.335 -0.086 -1.963  0.2136
H7 1.601 -1.881 0.245  0.2277
H8 2.130 -0.142 0.121  0.2191
H9 1.449 -0.704 1.665  0.2306
H10 -0.449 1.057 1.651  0.2280
H11 -1.425 0.787 0.333  0.2110
H12 -2.534 -2.458 2.101  0.3183



# C5H12N2

The ion C5H12N2 with charge +2 (wB97M-V/def2-TZVPD, OMol25).

Its SMILES is C=[NH+]C(=C)CC[NH3+]. The value obtained for the energy above the lowest of the compared OMol25 structures with the same formula, charge and spin is 109.1 kJ/mol. The net charge is +2. Its multiplicity is 1. The lowest unoccupied orbital energy is -8.82 eV.

Each line ends with the natural charge from an NBO analysis.
Atoms and positions in Å:
C1 0.478 -1.153 -0.696  -0.2013
C2 -0.207 0.203 -0.673  -0.4898
C3 -0.528 0.699 0.761  0.1081
C4 -1.521 0.272 1.529  -0.2862
C5 1.463 2.214 0.980  0.1316
N1 0.397 1.617 1.365  -0.4091
N2 -0.106 -2.151 -1.737  -0.6880
H1 0.260 -1.753 0.204  0.2466
H2 1.523 -1.112 -1.058  0.2530
H3 0.514 0.891 -1.110  0.2426
H4 -1.128 0.269 -1.269  0.2783
H5 -2.505 -0.106 1.174  0.2662
H6 -1.596 0.526 2.579  0.2422
H7 1.791 2.063 -0.052  0.2190
H8 2.103 2.699 1.714  0.2672
H9 0.117 1.975 2.285  0.4564
H10 -0.365 -1.671 -2.608  0.4455
H11 -1.030 -2.456 -1.357  0.4442
H12 0.338 -3.026 -2.030  0.4735



# C5H12N2

The ion C5H12N2 with charge +2 (wB97M-V/def2-TZVPD, OMol25).

Its SMILES is C=[NH+]C(=C)CC[NH3+]. The value obtained for the energy above the lowest of the compared OMol25 structures with the same formula, charge and spin is 62.8 kJ/mol. The net charge is +2. Its multiplicity is 1. The lowest unoccupied orbital energy is -8.71 eV.

Each line ends with the natural charge from an NBO analysis.
Atoms and positions in Å:
C1 0.256 -0.435 1.735  -0.1956
C2 0.611 0.417 0.486  -0.4805
C3 -0.349 0.259 -0.663  0.0992
C4 -1.655 0.478 -0.641  -0.2747
C5 -0.307 -0.731 -2.956  0.1701
N1 0.256 -0.263 -1.904  -0.4137
N2 0.843 0.272 2.993  -0.6820
H1 0.739 -1.404 1.838  0.2442
H2 -0.852 -0.591 1.836  0.2521
H3 0.785 1.449 0.713  0.2624
H4 1.594 -0.013 0.207  0.2375
H5 -2.159 0.707 0.273  0.2414
H6 -2.323 0.235 -1.475  0.2369
H7 -1.382 -0.715 -3.018  0.2323
H8 0.294 -1.033 -3.796  0.2581
H9 1.276 -0.173 -1.899  0.4445
H10 0.743 1.279 3.088  0.4543
H11 1.863 0.090 2.874  0.4483
H12 0.564 -0.194 3.858  0.4654



# C5H12N2O

The ion C5H12N2O with charge -1 (wB97M-V/def2-TZVPD, OMol25).

The expectation value of S² is 0.75. The value obtained for the energy above the lowest of the compared OMol25 structures with the same formula, charge and spin is 67.6 kJ/mol. The net charge is -1. Its multiplicity is 2. The lowest unoccupied orbital energy (alpha / beta) is 3.81 / 3.95 eV.

Each line ends with the Mulliken spin population.
Atoms and positions in Å:
C1 2.961 0.100 -0.164  0.4659
C2 1.744 0.436 -1.030  0.5807
N1 0.522 0.050 -0.546  -0.3712
C3 0.201 0.110 0.896  1.8157
C4 -1.030 -0.801 1.097  0.4925
N2 -2.173 -0.186 0.402  -0.4726
C5 -3.491 -0.556 0.886  0.6979
O1 1.837 0.936 -2.140  -0.2512
H1 3.765 0.157 -0.896  -0.2981
H2 2.819 -0.856 0.342  -0.0158
H3 3.012 0.839 0.631  -0.0828
H4 -0.275 0.226 -1.133  0.0185
H5 1.047 -0.222 1.508  -0.4265
H6 0.022 1.154 1.188  -0.0584
H7 -0.645 -1.642 0.491  -0.0123
H8 -1.298 -1.118 2.095  -0.7193
H9 -2.001 0.815 0.396  -0.0628
H10 -4.184 0.174 0.472  -0.0738
H11 -3.698 -0.640 1.963  -0.1562
H12 -3.710 -1.533 0.451  -0.0702



Which value of multiplicity does entry 4 give?
1



Which formula does entry 3 have?
C5H12N2